The following is a DFT calculation (ωB97M-V with the def2-TZVPD basis set) of a molecular structure, C4H4O3S in a non-equilibrium geometry.

Output
**Energy above the lowest of the compared OMol25 structures with the same formula, charge and spin**: 180.3 kcal/mol
**HOMO energy**: -9.4 eV
**Orbital gap**: 6.92 eV

Last column: natural (NBO) charge in e.
Geometry (Å):
1 C -2.79 -1.17 -1.07  -0.363
2 C -0.67 -0.57 0.23  0.713
3 C 0.83 -0.69 -0.04  0.344
4 C 1.52 0.56 0.10  -0.314
5 H -2.88 -2.53 -1.86  0.250
6 H -3.26 -1.27 0.27  0.254
7 H -3.18 -0.02 -1.79  0.261
8 H 2.66 0.27 0.07  0.237
9 O -1.31 -1.19 -0.77  -0.551
10 O -1.16 0.09 1.12  -0.524
11 O 1.69 -1.60 -0.31  -0.427
12 S 1.22 2.27 0.48  0.119


The following is a DFT calculation (ωB97M-V with the def2-TZVPD basis set) of 2 unconnected molecules or ions with the total composition C24H33F2Si in a non-equilibrium geometry.

Output
**Energy above the lowest of the compared OMol25 structures with the same formula, charge and spin**: 32.9 kcal/mol
**HOMO energy**: -10.5 eV
**Net charge**: +1
**Orbital gap**: 4.97 eV

Last column: natural (NBO) charge in e.
Geometry (Å):
1 C -4.23 -2.88 -0.75  -0.609
2 C -3.33 -2.04 0.16  -0.400
3 C -1.93 -2.66 0.34  -0.987
4 Si -0.90 -1.78 1.60  2.044
5 C -1.64 -1.36 3.24  -0.961
6 C -1.83 -2.75 3.88  -0.408
7 C -2.47 -2.66 5.26  -0.596
8 C 0.84 -2.40 1.63  -0.986
9 C 1.52 -2.55 0.25  -0.393
10 C 2.89 -3.22 0.39  -0.607
11 H 0.03 0.95 -0.87  0.196
12 H -5.22 -2.44 -0.89  0.233
13 H -3.77 -2.96 -1.74  0.215
14 H -4.38 -3.89 -0.37  0.212
15 H -3.22 -1.03 -0.26  0.215
16 H -3.79 -1.90 1.15  0.198
17 H -1.99 -3.70 0.70  0.284
18 H -1.42 -2.73 -0.63  0.275
19 H -0.98 -0.73 3.86  0.273
20 H -2.59 -0.82 3.14  0.270
21 H -2.46 -3.38 3.24  0.212
22 H -0.87 -3.28 3.97  0.215
23 H -2.60 -3.65 5.70  0.237
24 H -1.86 -2.06 5.93  0.218
25 H -3.45 -2.18 5.18  0.217
26 H 1.42 -1.74 2.30  0.262
27 H 0.78 -3.36 2.15  0.283
28 H 0.86 -3.12 -0.41  0.204
29 H 1.65 -1.57 -0.21  0.213
30 H 3.41 -3.33 -0.56  0.234
31 H 3.53 -2.60 1.03  0.213
32 H 2.83 -4.21 0.84  0.212
33 F -1.79 3.25 -5.35  -0.321
34 C -2.06 2.74 -4.10  0.422
35 C -3.36 2.36 -3.74  -0.289
36 C -3.64 2.03 -2.40  -0.182
37 C -2.60 1.91 -1.48  -0.245
38 C -1.29 2.24 -1.88  -0.004
39 C -0.10 2.04 -0.97  -0.441
40 C 1.23 2.58 -1.40  -0.176
41 C 2.18 2.67 -0.45  -0.177
42 C 3.53 3.08 -0.76  -0.066
43 C 3.92 3.45 -2.08  -0.267
44 C 5.29 3.64 -2.31  0.414
45 F 5.66 4.13 -3.55  -0.329
46 C 6.25 3.53 -1.30  -0.277
47 C 5.83 3.15 -0.01  -0.183
48 C 4.48 2.93 0.25  -0.207
49 C -1.04 2.74 -3.16  -0.284
50 H -4.13 2.36 -4.51  0.242
51 H -4.69 1.86 -2.07  0.226
52 H -2.79 1.63 -0.42  0.200
53 H -0.38 2.40 0.07  0.219
54 H 1.54 2.79 -2.46  0.214
55 H 2.02 2.29 0.58  0.193
56 H 3.19 3.62 -2.87  0.226
57 H 7.29 3.77 -1.52  0.242
58 H 6.56 3.06 0.80  0.226
59 H 4.12 2.59 1.23  0.206
60 H -0.05 3.17 -3.38  0.231


The following is a DFT calculation (ωB97M-V with the def2-TZVPD basis set) of a molecular structure, C52H50NO3P2STc.

Output
**HOMO energy (alpha / beta)**: -9.1 / -9.1 eV
**Net charge**: +1
**Orbital gap (alpha / beta)**: 5.16 / 4.56 eV
**2S+1**: 4

Last column: Mulliken spin population.
Geometry (Å):
1 Tc -1.00 -0.26 0.25  3.070
2 C -2.15 3.50 1.07  0.034
3 C -3.16 2.73 0.66  0.021
4 C -3.30 1.56 1.62  -0.074
5 C -2.25 1.84 2.70  0.057
6 C -1.54 2.91 2.32  -0.055
7 C -0.38 3.54 3.02  -0.001
8 C -2.27 1.19 4.05  0.004
9 C -4.72 1.40 2.19  -0.001
10 C -4.08 2.92 -0.51  -0.004
11 C -1.75 4.86 0.58  0.005
12 H -0.59 4.58 3.30  0.001
13 H 0.50 3.56 2.37  0.001
14 H -0.11 2.99 3.93  0.001
15 H -3.14 1.55 4.61  -0.001
16 H -1.39 1.45 4.62  0.001
17 H -2.36 0.11 4.00  0.001
18 H -5.01 2.33 2.68  0.000
19 H -4.76 0.59 2.92  -0.001
20 H -5.44 1.18 1.39  -0.001
21 H -5.10 3.13 -0.18  0.001
22 H -4.12 2.04 -1.14  0.000
23 H -3.76 3.76 -1.13  -0.001
24 H -2.14 5.62 1.27  0.000
25 H -2.15 5.08 -0.41  0.000
26 H -0.67 4.98 0.55  0.000
27 C 5.60 -1.99 -2.90  0.000
28 C 4.17 -2.38 -2.49  0.000
29 C 3.89 -3.84 -2.91  0.000
30 C 4.01 -2.27 -0.97  -0.003
31 C 4.98 -2.68 -0.06  0.000
32 C 4.77 -2.63 1.31  0.001
33 C 3.57 -2.15 1.82  -0.003
34 C 2.58 -1.72 0.94  -0.033
35 P 0.93 -1.22 1.53  0.178
36 C 0.26 -2.82 2.05  -0.018
37 C 0.50 -3.40 3.30  -0.005
38 C 0.04 -4.68 3.57  0.002
39 C -0.65 -5.40 2.59  0.001
40 C -0.86 -4.85 1.34  0.018
41 C -0.42 -3.56 1.07  -0.073
42 C 1.33 -0.24 3.01  -0.089
43 C 0.67 -0.41 4.22  -0.001
44 C 1.06 0.34 5.33  0.001
45 C 2.07 1.28 5.22  -0.001
46 C 2.71 1.48 4.00  0.003
47 C 2.34 0.72 2.90  0.002
48 C 2.82 -1.81 -0.42  -0.022
49 O 1.78 -1.41 -1.20  -0.004
50 C 2.03 -1.02 -2.49  0.081
51 C 1.09 -0.15 -3.01  -0.069
52 C 1.25 0.26 -4.32  -0.011
53 C 2.33 -0.19 -5.06  -0.001
54 C 3.27 -1.03 -4.48  0.001
55 C 3.15 -1.46 -3.16  -0.005
56 P -0.23 0.60 -1.97  0.036
57 C 0.47 2.26 -1.70  -0.029
58 C -0.19 3.44 -2.01  0.006
59 C 0.50 4.65 -1.95  -0.002
60 C 1.82 4.68 -1.54  0.004
61 C 2.46 3.51 -1.16  0.008
62 C 1.79 2.30 -1.25  0.053
63 C -1.64 0.70 -3.11  -0.076
64 C -2.51 -0.39 -3.11  0.022
65 C -3.55 -0.47 -4.01  0.001
66 C -3.74 0.55 -4.93  -0.001
67 C -2.87 1.64 -4.95  0.001
68 C -1.82 1.72 -4.06  0.001
69 H 6.33 -2.66 -2.43  0.000
70 H 5.83 -0.97 -2.61  0.000
71 H 5.73 -2.09 -3.98  0.000
72 H 4.60 -4.52 -2.44  0.000
73 H 3.98 -3.94 -4.00  0.000
74 H 2.88 -4.14 -2.63  0.000
75 H 5.92 -3.06 -0.43  0.000
76 H 5.54 -2.97 1.99  0.000
77 H 3.41 -2.11 2.89  0.001
78 H 1.07 -2.87 4.06  -0.001
79 H 0.21 -5.12 4.54  0.000
80 H -1.01 -6.39 2.81  0.000
81 H -1.38 -5.39 0.56  0.001
82 H -0.59 -3.16 0.07  0.025
83 H -0.12 -1.13 4.32  -0.004
84 H 0.55 0.20 6.28  0.000
85 H 2.37 1.86 6.09  0.000
86 H 3.51 2.21 3.91  0.000
87 H 2.86 0.87 1.96  -0.003
88 H 0.53 0.93 -4.79  0.000
89 H 2.44 0.12 -6.09  0.000
90 H 4.12 -1.35 -5.07  0.000
91 H -1.24 3.42 -2.30  -0.001
92 H -0.01 5.56 -2.23  0.000
93 H 2.35 5.63 -1.52  0.000
94 H 3.49 3.54 -0.81  0.000
95 H 2.32 1.39 -0.99  -0.006
96 H -2.39 -1.23 -2.44  -0.041
97 H -4.20 -1.35 -3.99  0.000
98 H -4.57 0.50 -5.63  0.000
99 H -3.00 2.43 -5.69  0.000
100 H -1.14 2.56 -4.12  -0.002
101 S -2.71 -3.61 -1.62  0.027
102 C -4.32 -4.14 -1.78  -0.003
103 N -5.43 -4.48 -1.87  0.008
104 C -3.44 -2.08 1.49  0.004
105 O -2.68 -0.79 1.76  -0.009
106 C -2.93 0.27 0.93  0.008
107 O -3.02 0.03 -0.32  -0.021
108 H -2.88 -2.84 2.01  -0.004
109 H -3.49 -2.29 0.43  -0.002
110 H -4.42 -1.93 1.93  -0.003


The following is a DFT calculation (ωB97M-V with the def2-TZVPD basis set) of C7H10N2 in the gas phase in a non-equilibrium geometry.

Output
**Energy above the lowest of the compared OMol25 structures with the same formula, charge and spin**: 119.2 kcal/mol
**HOMO energy**: -9.1 eV
**Orbital gap**: 10.02 eV

Last column: natural (NBO) charge in e.
Geometry (Å):
1 C -2.16 0.99 -0.24  -0.601
2 C -0.77 1.68 -0.45  -0.467
3 C 0.38 0.75 -0.47  0.295
4 C 2.45 -0.90 0.14  0.081
5 C 1.13 -1.13 0.79  -0.332
6 C -0.26 -1.84 0.63  -0.343
7 C 0.17 -0.74 -0.32  -0.324
8 H -2.17 0.41 0.66  0.198
9 H -2.92 1.71 -0.14  0.216
10 H -2.36 0.22 -1.00  0.209
11 H -0.48 2.42 0.36  0.238
12 H -0.80 2.40 -1.34  0.236
13 H 3.42 -1.55 0.17  0.208
14 H 1.22 -0.48 1.65  0.233
15 H -0.52 -2.83 0.32  0.240
16 H -0.82 -1.37 1.46  0.222
17 H 0.37 -1.21 -1.32  0.235
18 N 1.56 1.24 -0.42  -0.269
19 N 2.59 0.22 -0.48  -0.277


The following is a DFT calculation (ωB97M-V with the def2-TZVPD basis set) of C2H4N2O in the gas phase.

Output
**Energy above the lowest of the compared OMol25 structures with the same formula, charge and spin**: 4.3 kcal/mol
**HOMO energy**: -10.3 eV
**Orbital gap**: 11.16 eV

Last column: natural (NBO) charge in e.
Geometry (Å):
1 N -0.61 -1.75 -0.53  -0.634
2 C 0.20 -0.87 -0.09  0.268
3 N -0.28 0.27 0.57  -0.646
4 C 0.13 1.53 0.19  0.541
5 O -0.46 2.54 0.48  -0.563
6 H -0.09 -2.51 -0.97  0.348
7 H 1.29 -0.93 -0.15  0.160
8 H -1.23 0.22 0.92  0.416
9 H 1.05 1.51 -0.41  0.109


Number 1 is which compound? C4H4O3S